one:
An isolated molecule of C9H18N2O4. Source: the OMol25 dataset; level of theory: ωB97M-V with the def2-TZVPD basis set.

Calculated values
* highest occupied orbital energy: -8.895 eV
* molecular weight: 218.25 u
* SMILES: CC(C)[C@H](N)C(=O)N[C@H](C(=O)O)[C@@H](C)O
* frontier orbital gap: 9.4 eV

Geometry as ORCA input:
```
! wB97M-V def2-TZVPD RIJCOSX def2/J DEFGRID3
* xyz 0 1
C -1.81207 0.37691 0.08414
C -0.69722 -0.60734 0.67293
C -1.94224 1.68612 1.00489
C -0.88646 2.81448 0.69783
C -1.72407 1.15306 2.47269
C 1.16095 -0.34677 -0.75147
C 0.20947 -1.03535 -1.68829
C 2.61387 -0.84633 -0.76082
C 2.89784 -2.19884 -0.43870
H -3.70826 -0.39787 0.41997
H -2.87684 -0.95399 -1.02692
H -1.37217 0.75701 -0.87900
H -2.90906 2.00923 0.76506
H -0.56942 3.63840 1.46049
H 0.14359 2.27368 0.53319
H -0.98236 3.41567 -0.26810
H -2.69007 0.84706 3.04953
H -1.33051 2.06364 2.93792
H -1.00893 0.37517 2.64403
H 1.01363 -0.74337 1.55482
H 1.02583 0.65539 -1.16853
H 3.07045 -0.08205 -0.14158
H 4.02758 -0.32889 -1.89845
H 3.96317 -2.31432 -0.63366
H 2.32214 -2.84365 -1.05324
H 2.68284 -2.57533 0.62888
H -0.15656 -1.45574 -3.38976
N -3.04720 -0.18444 -0.32839
N 0.65382 -0.10584 0.72607
O -1.02891 -1.67534 1.20308
O -0.50879 -2.01702 -1.36315
O 3.15090 -0.62937 -2.10317
O 0.31506 -0.72398 -2.96229
*
```

Here are the Löwdin charges for atoms 1 to 8, given in e: C -0.322; C -0.474; C -0.302; C -0.096; C -0.064; C -0.140; C -0.477; C -0.401

two:
An isolated molecule of C9H18N2O4. Source: the OMol25 dataset; level of theory: ωB97M-V with the def2-TZVPD basis set.

Calculated values
* highest occupied orbital energy: -9.657 eV
* molecular weight: 218.25 u
* SMILES: CC(C)C[C@H](NC(=O)[C@@H](N)CO)C(=O)O
* frontier orbital gap: 10.2 eV

Geometry as ORCA input:
```
! wB97M-V def2-TZVPD RIJCOSX def2/J DEFGRID3
* xyz 0 1
C -2.47938 -1.17876 0.40206
C -0.95408 -1.37288 0.54201
C -2.93493 -0.93145 -1.04592
C 1.16346 -1.02873 -0.68721
C 2.03637 -2.18438 -0.43722
C 1.66322 0.14718 0.28755
C 1.20589 1.53031 0.18632
C 1.16823 2.03261 -1.29956
C 1.84196 2.31149 1.24487
H -3.78120 0.14476 1.22167
H -2.49722 0.13130 2.00958
H -2.83335 -2.12337 0.84452
H -3.97708 -0.72365 -0.93525
H -2.77202 -1.64568 -1.77921
H -1.86865 0.79715 -0.63635
H -0.72372 -0.68275 -1.35001
H 1.15191 -0.79139 -1.71454
H 2.75956 0.19232 0.08191
H 1.66118 -0.18141 1.29942
H 0.07958 1.47327 0.57007
H 0.54754 1.43541 -1.94873
H 2.22821 1.95990 -1.72155
H 0.83110 3.00601 -1.19397
H 2.92784 2.41374 1.07135
H 1.47765 3.32917 1.10333
H 1.69286 1.84047 2.25690
H 1.31852 -2.06754 1.40562
N -2.79147 0.07424 1.08285
N -0.20089 -1.19716 -0.63226
O -0.54842 -1.71907 1.62863
O -2.17208 0.22567 -1.58013
O 2.78382 -2.65167 -1.22447
O 1.99556 -2.56514 0.94772
*
```

Here are the Löwdin charges for atoms 1 to 8, given in e: C -0.274; C -0.389; C -0.156; C -0.240; C -0.426; C -0.135; C -0.484; C -0.024

Name the least stable of them. one.

one:
An isolated molecule of C2H3BrN2S. Source: the OMol25 dataset; level of theory: ωB97M-V with the def2-TZVPD basis set.

Calculated values
* highest occupied orbital energy: -8.183 eV
* molecular weight: 167.03 u
* SMILES: BrN1CSC=N1
* frontier orbital gap: 8.2 eV

Geometry as ORCA input:
```
! wB97M-V def2-TZVPD RIJCOSX def2/J DEFGRID3
* xyz 0 1
C -1.29656 0.76021 0.13301
C 0.86293 -0.28892 -0.60376
N -0.64018 0.35548 1.12150
N 0.54416 -0.20878 0.82188
S -0.54059 0.68021 -1.38114
Br 0.97242 -1.70187 1.86439
H -2.33536 1.30956 0.18374
H 1.75206 0.27103 -0.98620
H 0.68113 -1.17693 -1.15341
*
```

Here are the Löwdin charges for atoms 1 to 8, given in e: C -0.570; C -0.453; N -0.120; N -0.661; S 0.875; Br 0.694; H 0.118; H 0.083

two:
An isolated molecule of C2H3BrN2S. Source: the OMol25 dataset; level of theory: ωB97M-V with the def2-TZVPD basis set.

Calculated values
* highest occupied orbital energy: -8.774 eV
* molecular weight: 167.03 u
* frontier orbital gap: 8.0 eV

Geometry as ORCA input:
```
! wB97M-V def2-TZVPD RIJCOSX def2/J DEFGRID3
* xyz 0 1
C -0.50311 1.83830 -0.03363
C 0.03644 -2.37069 0.07268
N -0.13418 0.69379 -0.03062
N -0.58370 3.01857 -0.14300
S 0.32263 -0.90413 -0.70583
Br 2.42362 -0.70559 -0.12777
H 0.64751 -2.67293 0.89742
H -0.99264 -2.45491 -0.22549
H -1.21656 3.55758 0.29625
*
```

Here are the Löwdin charges for atoms 1 to 8, given in e: C -0.418; C -0.427; N -0.232; N 0.171; S 0.546; Br 0.379; H -0.016; H -0.022

three:
A cluster of 2 separate species, C2H3BrN2S in total. Source: the OMol25 dataset; level of theory: ωB97M-V with the def2-TZVPD basis set.

Calculated values
* highest occupied orbital energy: -8.140 eV
* molecular weight: 167.03 u
* frontier orbital gap: 7.2 eV

Geometry as ORCA input:
```
! wB97M-V def2-TZVPD RIJCOSX def2/J DEFGRID3
* xyz 0 1
C -0.60482 -0.59828 1.26812
C 0.18340 0.73325 -0.26175
N -0.07083 0.55729 1.04661
N -0.49906 -0.07498 -1.02581
S -1.06132 -1.44903 -0.24854
Br 2.80761 0.19464 -0.29455
H -0.86141 -1.05438 2.28023
H 0.70604 1.59163 -0.77035
H -0.59962 0.09986 -1.99397
*
```

Here are the Löwdin charges for atoms 1 to 8, given in e: C -0.356; C -0.491; N 0.012; N -0.288; S 1.011; Br -0.212; H 0.118; H 0.090

Name the least stable of them. two.

one:
A structure of composition C6H12S. Source: the OMol25 dataset; level of theory: ωB97M-V with the def2-TZVPD basis set.

Calculated values
* highest occupied orbital energy: -7.442 eV
* molecular weight: 116.23 u
* frontier orbital gap: 8.0 eV

Geometry as ORCA input:
```
! wB97M-V def2-TZVPD RIJCOSX def2/J DEFGRID3
* xyz 0 1
C 0.47067 0.91941 -0.35298
C 0.62384 -1.16236 -2.27598
C -0.57116 0.93642 1.34799
C -1.39646 -0.25726 1.46918
C -1.40751 -1.00523 0.08969
C 1.80295 1.49267 -0.25229
S 0.29198 -0.77976 -0.69454
H 0.40987 -2.28966 -2.60037
H -0.07224 -0.59356 -2.89348
H 0.19042 0.99579 2.07423
H -0.93930 1.85519 1.13342
H -0.81349 -0.90376 2.11273
H -2.37221 -0.15728 2.00709
H -1.72377 -2.07526 0.22764
H -1.87723 -0.49828 -0.72980
H 1.56801 2.35477 0.49308
H 2.17007 1.93809 -1.20905
H 2.58719 0.91568 0.06790
H 1.05837 -1.68561 -0.01446
*
```

Here are the Löwdin charges for atoms 1 to 8, given in e: C -0.394; C -0.376; C -0.123; C -0.274; C -0.262; C -0.208; S 0.843; H 0.044

two:
A cluster of 2 separate species, C6H12S in total. Source: the OMol25 dataset; level of theory: ωB97M-V with the def2-TZVPD basis set.

Calculated values
* highest occupied orbital energy (alpha / beta): -7.503 / -7.504 eV
* molecular weight: 116.23 u
* frontier orbital gap (alpha / beta): 8.2 / 8.2 eV

Geometry as ORCA input:
```
! wB97M-V def2-TZVPD RIJCOSX def2/J DEFGRID3
* xyz 0 1
C 0.40944 -1.52285 -0.80783
C 0.77967 -0.47819 -0.08290
C -1.04030 -1.89142 -1.09458
C 2.11471 -0.03758 0.23940
C -0.28204 2.24740 0.76681
C -0.79105 0.86618 1.02633
S -0.66919 0.20452 2.60420
H 1.14824 -1.97353 -1.45302
H -1.67127 -1.28169 -0.32387
H -1.34229 -1.78753 -2.12464
H -1.07237 -2.97745 -1.03506
H 2.68308 0.52929 -0.46269
H 2.86143 -0.76290 0.57077
H 2.13348 0.61985 1.07102
H 0.68676 2.42284 1.12353
H -0.18796 2.55993 -0.28405
H -1.00651 3.03482 1.20033
H -1.52054 0.53176 0.28121
H 0.45628 0.84989 2.94848
*
```

Here are the Löwdin charges for atoms 1 to 8, given in e: C -0.189; C -0.147; C -0.105; C -0.141; C -0.194; C -0.618; S 0.755; H 0.098

three:
An isolated molecule of C6H12S. Source: the OMol25 dataset; level of theory: ωB97M-V with the def2-TZVPD basis set.

Calculated values
* highest occupied orbital energy: -8.393 eV
* molecular weight: 116.23 u
* SMILES: CC(C)=C(C)CS
* frontier orbital gap: 9.3 eV

Geometry as ORCA input:
```
! wB97M-V def2-TZVPD RIJCOSX def2/J DEFGRID3
* xyz 0 1
C 2.52761 -0.48807 -0.68285
C 1.19395 0.19780 -0.40897
C 0.90561 1.25413 -1.39291
C 0.35864 -0.23461 0.55508
C 0.50041 -1.47559 1.38566
C -0.86599 0.62175 0.85897
H 2.75044 -1.24717 0.07328
H 3.33021 0.28206 -0.67167
H 2.54077 -0.87803 -1.70999
H -0.12383 1.71100 -1.39761
H 1.12916 0.76634 -2.37859
H 1.62706 2.08065 -1.29745
H -0.47807 -2.00138 1.45927
H 0.75097 -1.28969 2.48485
H 1.19677 -2.23498 0.96652
H -0.57457 1.68847 0.62960
H -1.12531 0.43439 1.88919
H -2.14534 0.67255 -1.26530
S -2.28748 0.04771 -0.04200
*
```

Here are the Löwdin charges for atoms 1 to 8, given in e: C -0.057; C -0.343; C -0.083; C -0.358; C -0.077; C -0.560; H 0.063; H 0.089

Name the least stable of them. one.

one:
An isolated molecule of C4H7N3O. Source: the OMol25 dataset; level of theory: ωB97M-V with the def2-TZVPD basis set.

Calculated values
* highest occupied orbital energy: -9.315 eV
* molecular weight: 113.12 u
* SMILES: [H]/N=C\N=C(/C)NC=O
* frontier orbital gap: 9.7 eV

Geometry as ORCA input:
```
! wB97M-V def2-TZVPD RIJCOSX def2/J DEFGRID3
* xyz 0 1
C 1.40401 -0.81874 0.72009
C 0.01695 -0.33344 0.19586
C -2.31553 0.12486 0.90226
C 0.89710 0.62572 -1.79403
H 1.29901 -1.19061 1.78684
H 1.63717 -1.68185 0.06032
H 2.22226 -0.06114 0.71533
H -0.80350 -0.83184 1.98533
H -2.82546 0.17334 1.88604
H 1.73867 -0.10673 -1.88632
H -0.01956 2.21682 -2.09420
N -1.08013 -0.46769 1.03983
N -0.10012 0.36599 -0.85475
N 0.77940 1.62511 -2.54109
O -2.85027 0.36022 -0.12152
*
```

Here are the Löwdin charges for atoms 1 to 8, given in e: C -0.017; C -0.362; C -0.355; C -0.353; H 0.080; H 0.086; H 0.091; H 0.152

two:
A cluster of 3 separate species, C4H7N3O in total. Source: the OMol25 dataset; level of theory: ωB97M-V with the def2-TZVPD basis set.

Calculated values
* highest occupied orbital energy (alpha / beta): -7.063 / -7.511 eV
* molecular weight: 113.12 u
* frontier orbital gap (alpha / beta): 7.3 / 8.4 eV

Geometry as ORCA input:
```
! wB97M-V def2-TZVPD RIJCOSX def2/J DEFGRID3
* xyz 0 1
C 0.94343 -0.01898 2.04334
C -0.22241 -0.22912 0.15093
N 1.64208 1.08685 2.32063
N -0.50798 -1.51307 0.26991
C -1.26185 0.41268 -1.75662
C -0.66560 0.22080 -2.91414
N -0.05663 0.93194 -0.04916
O 0.88910 -1.02964 2.70864
H 1.62801 1.84773 1.66343
H 2.15404 1.17808 3.19247
H -0.25853 -1.94251 1.15609
H -1.18234 -1.92223 -0.35577
H -2.29298 0.70139 -1.58251
H 0.38926 -0.02949 -2.98390
H -1.19758 0.30558 -3.86332
*
```

Here are the Löwdin charges for atoms 1 to 8, given in e: C -0.398; C -0.439; N 0.126; N 0.153; C -0.088; C -0.082; N 0.188; O 0.003

Name the least stable of them. two.

one:
An isolated molecule of C4H7N3O. Source: the OMol25 dataset; level of theory: ωB97M-V with the def2-TZVPD basis set.

Calculated values
* highest occupied orbital energy: -8.421 eV
* molecular weight: 113.12 u
* SMILES: N#CC(CO)=C(N)N
* frontier orbital gap: 9.0 eV

Geometry as ORCA input:
```
! wB97M-V def2-TZVPD RIJCOSX def2/J DEFGRID3
* xyz 0 1
C -0.29851 0.83052 0.08667
C 0.63250 -0.17160 0.28876
C 0.19436 -1.64545 0.45322
C 1.99526 0.07882 -0.09830
H -1.97243 -0.21849 -0.11959
H -2.14213 1.38618 0.33879
H 1.20625 2.37889 0.10123
H -0.51165 2.71543 -0.42576
H 1.03645 -2.40640 0.40364
H -0.08667 -1.90935 1.52091
H -0.75213 -1.97384 -1.33431
N -1.70003 0.77206 -0.42700
N 0.13697 2.13969 0.11741
N 3.13878 -0.06681 -0.48500
O -0.87701 -1.90964 -0.42066
*
```

Here are the Löwdin charges for atoms 1 to 8, given in e: C -0.367; C -0.203; C -0.216; C -0.222; H 0.092; H 0.114; H 0.155; H 0.097

two:
A structure of composition C4H7N3O. Source: the OMol25 dataset; level of theory: ωB97M-V with the def2-TZVPD basis set.

Calculated values
* highest occupied orbital energy: -8.702 eV
* molecular weight: 113.12 u
* frontier orbital gap: 8.0 eV

Geometry as ORCA input:
```
! wB97M-V def2-TZVPD RIJCOSX def2/J DEFGRID3
* xyz 0 1
C 2.24105 0.38137 0.02050
C 0.91317 -0.19363 -0.28128
C 0.54106 -1.50295 -0.18259
C -0.20824 0.47444 -0.32996
H 2.68764 1.43257 -0.40624
H 2.99315 -0.45291 -0.19908
H 2.39283 0.50321 1.31197
H 1.45433 -2.14218 -0.04003
H -2.74834 0.43196 0.97335
H -3.37330 -0.30394 -0.90558
H -1.70403 1.71513 0.62949
N -0.74932 -1.69572 -0.15031
N -1.25133 -0.38823 -0.20157
N -2.56861 -0.09998 0.08800
O -0.62005 1.84085 -0.32667
*
```

Here are the Löwdin charges for atoms 1 to 8, given in e: C -0.080; C -0.338; C -0.159; C -0.342; H 0.121; H 0.066; H 0.146; H 0.138

Name the least stable of them. two.

one:
A cluster of 2 separate species, C5H6N in total. Source: the OMol25 dataset; level of theory: ωB97M-V with the def2-TZVPD basis set.

Calculated values
* highest occupied orbital energy (alpha / beta): -14.238 / -14.639 eV
* molecular weight: 80.11 u
* frontier orbital gap (alpha / beta): 9.4 / 7.8 eV

Geometry as ORCA input:
```
! wB97M-V def2-TZVPD RIJCOSX def2/J DEFGRID3
* xyz 1 1
C -0.39893 0.77404 0.87711
C 0.04861 -0.04199 0.09964
C 0.69067 -0.96646 -2.15129
C 0.26865 -1.99826 -1.48064
C -1.04380 1.69809 1.74323
N 0.70376 -0.85863 -0.71148
H 0.91953 -0.36403 -2.99841
H -0.13380 -2.97382 -1.33381
H -0.94528 1.36122 2.77779
H -0.60077 2.68689 1.63170
H -2.10674 1.76095 1.50303
H 2.59811 -1.07800 0.04312
*
```

Here are the Löwdin charges for atoms 1 to 8, given in e: C 0.015; C -0.042; C 0.137; C 0.136; C -0.053; N -0.053; H 0.143; H 0.143

two:
The ion C5H6N with charge +1. Source: the OMol25 dataset; level of theory: ωB97M-V with the def2-TZVPD basis set.

Calculated values
* highest occupied orbital energy: -15.187 eV
* molecular weight: 80.11 u
* frontier orbital gap: 8.0 eV

Geometry as ORCA input:
```
! wB97M-V def2-TZVPD RIJCOSX def2/J DEFGRID3
* xyz 1 1
C -1.47114 1.20862 -0.10159
C -2.12406 0.03420 -0.06093
C -1.09755 -1.04792 0.08343
C 0.68138 0.53016 0.11715
C -0.27784 1.80315 -0.12934
N 0.19893 -0.73330 -0.37581
H -1.22911 -1.07409 1.17476
H -1.59859 -2.08726 -0.18579
H 1.76191 0.61979 -0.26168
H 0.77334 0.37064 1.17310
H 0.19743 2.73678 -0.19617
H 0.29562 -1.06421 -1.31282
*
```

Here are the Löwdin charges for atoms 1 to 8, given in e: C 0.100; C 0.201; C -0.236; C -0.121; C 0.169; N -0.027; H 0.156; H 0.190

Name the least stable of them. one.